No. 1
{
  "formula": "C33H44F4IN3O2P2",
  "method": "ωB97M-V/def2-TZVPD",
  "lumo_ev": 0.364,
  "gap_ev": 9.3,
  "multiplicity": 1,
  "smiles": "CCN[C@@H](O[C@@H](C)CCCI)[C@@H](N[PH2]=N)[PH2]=O.Fc1ccccc1.Fc1ccccc1.Fc1ccccc1.Fc1ccccc1",
  "homo_energy_ev": -8.9462,
  "species": ["C", "C", "N", "C", "O", "C", "C", "C", "C", "C", "I", "C", "N", "P", "N", "P", "O", "H", "H", "H", "H", "H", "H", "H", "H", "H", "H", "H", "H", "H", "H", "H", "H", "H", "H", "H", "H", "H", "H", "H", "H", "F", "C", "C", "C", "C", "C", "C", "H", "H", "H", "H", "H", "F", "C", "C", "C", "C", "C", "C", "H", "H", "H", "H", "H", "F", "C", "C", "C", "C", "C", "C", "H", "H", "H", "H", "H", "F", "C", "C", "C", "C", "C", "C", "H", "H", "H", "H", "H"],
  "coordinates": [[4.182, 0.766, -0.549], [2.675, 0.815, -0.860], [2.104, 2.136, -0.616], [0.891, 2.457, -1.313], [-0.092, 1.459, -1.196], [-0.735, 0.992, -2.392], [0.191, 0.045, -3.158], [-2.051, 0.294, -1.963], [-2.037, -0.363, -0.567], [-2.179, 0.667, 0.572], [-3.761, 0.243, 1.937], [0.338, 3.769, -0.711], [1.418, 4.765, -0.648], [1.139, 6.371, -0.208], [0.360, 6.691, 1.088], [-1.157, 4.380, -1.579], [-2.360, 3.501, -1.617], [4.389, 0.352, 0.443], [4.610, 1.776, -0.598], [4.712, 0.139, -1.275], [2.484, 0.581, -1.912], [2.143, 0.045, -0.280], [1.976, 2.302, 0.373], [1.129, 2.618, -2.385], [-0.986, 1.854, -3.027], [1.128, 0.530, -3.463], [0.443, -0.838, -2.554], [-0.316, -0.294, -4.072], [-2.258, -0.486, -2.711], [-2.878, 1.014, -2.005], [-2.857, -1.088, -0.526], [-1.111, -0.941, -0.428], [-2.409, 1.663, 0.182], [-1.291, 0.746, 1.201], [0.022, 3.543, 0.325], [2.014, 4.690, -1.466], [2.462, 6.849, -0.298], [0.601, 7.013, -1.349], [0.099, 5.924, 1.688], [-0.598, 4.733, -2.832], [-1.337, 5.644, -0.981], [-8.766, -5.216, 3.166], [-7.503, -4.797, 3.396], [-6.700, -5.550, 4.230], [-5.403, -5.113, 4.462], [-4.934, -3.950, 3.866], [-5.768, -3.216, 3.032], [-7.068, -3.636, 2.789], [-7.090, -6.452, 4.681], [-4.758, -5.688, 5.114], [-3.923, -3.612, 4.050], [-5.399, -2.311, 2.568], [-7.737, -3.083, 2.145], [6.177, -1.745, 0.180], [6.608, -2.452, 1.251], [6.367, -3.810, 1.271], [6.820, -4.541, 2.360], [7.493, -3.910, 3.397], [7.713, -2.540, 3.348], [7.269, -1.791, 2.266], [5.828, -4.271, 0.455], [6.640, -5.608, 2.397], [7.844, -4.484, 4.245], [8.236, -2.045, 4.155], [7.433, -0.724, 2.199], [-7.596, 5.089, 3.331], [-6.894, 5.001, 2.179], [-7.119, 5.944, 1.196], [-6.397, 5.844, 0.014], [-5.472, 4.823, -0.165], [-5.268, 3.894, 0.848], [-5.984, 3.974, 2.034], [-7.844, 6.729, 1.360], [-6.563, 6.569, -0.772], [-4.920, 4.732, -1.094], [-4.550, 3.095, 0.724], [-5.842, 3.258, 2.833], [2.797, -3.727, -5.343], [3.652, -4.190, -4.407], [4.033, -3.346, -3.383], [4.911, -3.831, -2.423], [5.391, -5.131, -2.501], [4.988, -5.955, -3.544], [4.109, -5.489, -4.512], [3.646, -2.337, -3.347], [5.223, -3.177, -1.619], [6.083, -5.502, -1.757], [5.360, -6.969, -3.609], [3.780, -6.110, -5.334]],
  "forces_ev_per_angstrom": [[-0.058, 0.113, -0.083], [-0.002, -0.179, -0.062], [-0.048, 0.122, 0.009], [0.173, 0.112, -0.070], [-0.229, -0.081, 0.137], [-0.038, -0.312, 0.129], [-0.131, -0.075, -0.149], [0.056, -0.007, -0.163], [0.157, 0.057, -0.064], [0.356, 0.247, -0.264], [-0.151, -0.085, 0.149], [0.170, -0.157, 0.603], [-0.536, 0.263, -0.523], [0.233, 0.136, 0.148], [-0.108, -0.273, -0.434], [-0.346, -0.343, -0.075], [0.430, 0.450, 0.030], [-0.074, 0.119, -0.128], [-0.119, -0.258, -0.041], [-0.089, 0.064, 0.167], [0.221, 0.049, 0.160], [0.098, 0.064, -0.185], [0.082, 0.020, 0.095], [-0.050, -0.091, 0.200], [0.010, -0.159, 0.098], [-0.255, -0.055, 0.049], [-0.090, 0.201, -0.084], [0.139, 0.055, 0.202], [-0.010, 0.204, 0.158], [0.215, -0.108, 0.023], [0.136, 0.177, -0.022], [-0.210, 0.143, 0.009], [0.031, -0.233, 0.040], [-0.156, -0.082, -0.204], [0.012, -0.036, -0.325], [0.233, -0.066, 0.171], [0.017, -0.070, 0.001], [-0.062, 0.095, 0.161], [0.064, 0.091, 0.210], [-0.078, -0.006, -0.013], [-0.047, -0.082, -0.022], [0.003, 0.002, 0.000], [-0.029, -0.014, -0.002], [0.026, 0.047, -0.014], [0.006, -0.009, 0.002], [-0.031, -0.013, -0.002], [0.014, 0.007, 0.015], [0.044, -0.017, 0.020], [-0.004, 0.001, -0.003], [-0.003, 0.006, -0.005], [-0.005, -0.003, -0.001], [-0.030, -0.025, -0.021], [-0.004, -0.004, 0.002], [0.012, 0.051, 0.045], [-0.020, -0.027, -0.087], [0.005, -0.030, 0.079], [-0.010, 0.025, 0.011], [-0.014, 0.016, -0.021], [0.003, 0.007, 0.006], [0.017, -0.055, -0.007], [0.013, -0.019, 0.002], [0.005, 0.007, 0.003], [0.000, 0.003, -0.005], [-0.005, -0.007, -0.003], [-0.004, -0.001, -0.002], [0.004, -0.001, -0.008], [-0.026, 0.018, 0.024], [0.042, -0.045, -0.016], [-0.002, -0.003, 0.003], [0.015, -0.065, -0.058], [-0.023, 0.021, 0.031], [0.029, 0.042, -0.036], [0.001, -0.001, 0.004], [0.002, -0.005, 0.002], [0.010, 0.028, 0.090], [0.017, -0.004, -0.078], [-0.002, 0.002, -0.001], [0.000, 0.001, 0.001], [-0.023, 0.009, -0.019], [0.007, -0.057, 0.016], [0.006, 0.053, -0.003], [-0.020, 0.010, -0.023], [0.000, -0.005, -0.009], [0.019, 0.018, 0.046], [0.000, 0.002, -0.003], [0.013, -0.009, -0.009], [-0.001, 0.004, -0.005], [-0.002, 0.007, 0.004], [-0.002, 0.004, -0.001]]
}


No. 2
{
  "formula": "C3H6NO2",
  "method": "ωB97M-V/def2-TZVPD",
  "charge": -1,
  "de_lowest_ev": 7.039,
  "lumo_ev": [4.436, 4.436],
  "gap_ev": [7.6, 7.6],
  "multiplicity": 1,
  "homo_energy_ev": [-3.1431, -3.1436],
  "species": ["C", "C", "C", "N", "O", "O", "H", "H", "H", "H", "H", "H"],
  "coordinates": [[-0.585, 0.582, -0.059], [0.596, 0.935, -0.822], [-1.204, -0.708, -0.480], [0.813, -0.302, 1.731], [0.471, -1.135, 2.600], [1.797, 0.430, 1.883], [0.520, 1.997, -1.243], [1.402, 0.831, -0.167], [0.766, 0.481, -1.816], [-0.746, -1.400, -1.061], [-2.157, -0.454, -1.053], [-1.673, -1.258, 0.487]],
  "forces_ev_per_angstrom": [[-0.679, -0.840, 0.684], [-1.038, 2.203, -3.273], [-4.216, 1.070, 3.670], [-1.047, -0.215, -0.412], [0.696, 0.877, -0.500], [-0.018, -0.571, 0.488], [0.223, -0.637, 1.374], [1.717, 0.185, 0.925], [0.148, -1.179, 0.346], [2.180, -2.172, -1.811], [0.876, 0.119, 0.583], [1.158, 1.160, -2.076]]
}


No. 3
{
  "formula": "C5H6F2N2",
  "method": "ωB97M-V/def2-TZVPD",
  "de_lowest_ev": 5.122,
  "lumo_ev": [0.074, 0.075],
  "gap_ev": [8.1, 8.1],
  "multiplicity": 1,
  "homo_energy_ev": [-8.0632, -8.0635],
  "species": ["C", "C", "C", "C", "C", "N", "N", "F", "F", "H", "H", "H", "H", "H", "H"],
  "coordinates": [[-3.428, -0.959, 0.224], [-1.977, 1.073, 0.225], [0.069, -0.071, 0.058], [2.258, -0.571, -0.935], [1.483, -0.220, 0.313], [-2.754, 0.002, 0.196], [-0.593, 0.971, 0.445], [1.678, -1.247, 1.248], [2.042, 0.907, 0.918], [-3.618, -1.698, -0.557], [-2.332, 2.055, 0.606], [3.154, -1.063, -0.601], [2.581, 0.401, -1.516], [1.682, -1.294, -1.557], [-0.245, 1.716, 0.933]],
  "forces_ev_per_angstrom": [[-0.272, -2.112, 0.133], [-1.873, 0.088, 1.072], [-1.842, -0.988, -0.437], [0.250, 1.369, -1.284], [1.150, 0.055, 0.669], [2.243, 3.497, -0.151], [-0.421, -3.432, -1.666], [-0.392, 0.674, -0.575], [0.323, 0.048, 0.127], [-0.387, 0.538, -0.008], [-0.485, -0.968, -0.915], [0.569, -0.149, 0.073], [-0.905, -1.976, 1.011], [0.405, 0.839, 0.383], [1.636, 2.517, 1.570]]
}


No. 4
{
  "formula": "C9H36O9",
  "method": "ωB97M-V/def2-TZVPD",
  "de_lowest_ev": 17.939,
  "lumo_ev": 0.063,
  "gap_ev": 8.6,
  "multiplicity": 1,
  "homo_energy_ev": -8.5377,
  "species": ["C", "O", "H", "H", "H", "H", "C", "O", "H", "H", "H", "H", "C", "O", "H", "H", "H", "H", "C", "O", "H", "H", "H", "H", "C", "O", "H", "H", "H", "H", "C", "O", "H", "H", "H", "H", "C", "O", "H", "H", "H", "H", "C", "O", "H", "H", "H", "H", "C", "O", "H", "H", "H", "H"],
  "coordinates": [[2.511, -1.232, -0.241], [2.383, -1.418, 1.205], [2.752, -2.144, -0.788], [1.621, -0.704, -0.582], [3.388, -0.625, -0.468], [2.197, -2.331, 1.433], [-2.464, 2.438, -0.684], [-2.314, 1.058, -0.993], [-1.560, 2.835, -0.223], [-2.696, 3.040, -1.562], [-3.243, 2.583, 0.065], [-2.738, 0.939, -1.846], [-3.846, 0.347, 1.523], [-4.154, 0.723, 2.858], [-3.961, -0.711, 1.287], [-4.523, 0.819, 0.810], [-2.863, 0.708, 1.220], [-5.037, 0.384, 3.019], [1.261, 0.195, -2.894], [0.770, -1.008, -3.497], [1.359, 0.961, -3.663], [0.692, 0.616, -2.066], [2.255, 0.061, -2.467], [0.608, -1.648, -2.801], [2.203, 1.090, 2.282], [3.270, 0.192, 2.095], [1.320, 0.666, 1.804], [1.994, 1.315, 3.329], [2.424, 2.056, 1.828], [2.939, -0.549, 1.581], [0.046, 0.561, 0.178], [-1.189, -0.098, 0.147], [0.722, 0.039, 0.855], [0.476, 0.485, -0.820], [-0.083, 1.590, 0.516], [-1.852, 0.398, -0.339], [-1.795, -1.960, 1.803], [-0.490, -1.852, 1.298], [-1.965, -3.036, 1.768], [-1.722, -1.618, 2.836], [-2.564, -1.435, 1.237], [-0.464, -1.132, 0.663], [-0.367, -2.143, -1.226], [0.910, -2.041, -1.822], [-0.285, -2.792, -0.354], [-0.748, -1.186, -0.869], [-1.120, -2.612, -1.858], [1.178, -2.948, -1.989], [2.717, 1.636, -0.726], [1.556, 2.461, -0.680], [2.939, 1.308, -1.742], [3.595, 2.186, -0.388], [2.498, 0.683, -0.244], [1.460, 2.852, 0.192]],
  "forces_ev_per_angstrom": [[1.066, -0.812, 0.472], [-3.056, -6.193, -4.949], [-0.488, -0.152, 0.613], [1.099, -1.004, 0.191], [0.170, -0.188, 0.691], [-0.225, -0.074, 0.060], [-0.138, 1.315, 0.892], [-5.815, 7.021, -7.125], [0.164, -0.265, -0.311], [0.085, -0.254, -0.045], [-0.203, -0.125, -0.173], [-0.012, -0.599, -0.203], [-0.754, 0.814, -0.702], [0.183, -0.381, -0.473], [-0.038, 0.130, 0.530], [-0.427, 0.411, -0.040], [-0.151, -0.399, 0.903], [-0.068, 0.068, 0.284], [0.166, -1.164, -1.518], [-0.313, 6.079, -6.557], [-0.071, 0.067, -0.021], [-0.333, -0.052, -1.260], [-0.006, -0.570, -0.489], [-0.327, 0.689, -1.958], [0.760, -0.394, 0.201], [2.548, 5.800, 3.098], [0.606, 0.852, 1.399], [0.029, -0.251, 0.263], [0.024, 0.326, -0.205], [1.326, 1.099, 1.614], [-0.841, 0.283, -0.403], [3.544, -1.274, 4.750], [-0.979, -0.083, -0.608], [-0.435, 0.731, 1.196], [0.145, -0.268, -0.091], [0.724, -1.682, 1.249], [1.083, -1.020, 0.285], [1.314, -1.972, 2.301], [-0.704, -0.126, 0.394], [-0.827, 0.045, 0.185], [0.865, -0.475, 0.176], [-0.734, -0.715, 0.988], [-1.090, -2.038, 0.577], [-0.084, -5.954, 6.054], [-0.079, 0.112, -0.323], [0.500, -0.765, -1.253], [0.122, 0.081, -0.712], [0.438, -0.295, 0.039], [-0.043, 0.387, 0.046], [0.394, 0.921, -1.091], [-0.152, 0.962, 0.006], [0.034, -0.362, 0.509], [0.609, 1.806, 0.466], [0.394, -0.096, 0.078]]
}


Number 1: molecular weight 779.6 g/mol. Number 2: molecular weight 88.1 g/mol. Number 3: molecular weight 132.1 g/mol. Number 4: molecular weight 288.4 g/mol.